The following is a DFT calculation (ωB97M-V/def2-TZVPD) of C23H52LaOP4 as an isolated structure at a distorted geometry.

```
81
Properties=species:S:1:pos:R:3:forces:R:3:mulliken_charge:R:1
La 0.1667 -0.0877 0.1091 0.189 0.590 1.459 0.95
P -2.7617 0.1946 0.9466 -1.366 -0.280 0.265 0.67
P -0.4670 -1.4379 -2.3295 -0.486 -0.530 -2.159 0.71
P -0.9090 2.4126 -0.9619 -0.545 2.043 -1.180 0.67
H 2.3687 1.0648 2.2969 -0.151 0.570 0.396 0.52
C 1.6039 1.8565 2.2398 -0.317 -0.200 -0.060 -1.01
C 0.4833 1.8301 2.9886 0.582 -0.061 -0.281 -0.29
H 0.3699 1.1246 3.8138 -0.074 -0.022 -0.445 0.39
C -3.5745 -0.9752 2.1369 0.372 -0.045 -0.080 -1.24
C -3.8441 -0.1080 -0.5076 0.271 -0.040 -0.164 -1.21
C -3.4894 1.7413 1.5907 0.345 0.242 0.066 -1.24
C 1.1612 -1.5462 -3.1485 0.461 0.022 0.355 -1.37
C -0.8867 -3.2123 -2.2536 -0.084 -0.170 0.263 -1.19
C -1.3818 -0.9006 -3.8361 -0.362 0.266 0.288 -1.32
C -0.8631 3.9604 0.0439 -0.053 -0.289 0.395 -1.30
C -2.3564 2.7123 -2.0599 -0.215 -0.367 0.314 -1.32
C 0.3781 2.8744 -2.1541 0.419 -0.299 0.103 -0.81
H 1.8554 2.7086 1.5990 -0.250 -0.348 -0.066 0.41
H -0.3041 2.5738 2.8717 0.299 0.084 0.192 0.29
H -3.2369 -0.7777 3.1661 -0.140 -0.039 -0.338 0.31
H -3.3347 -2.0190 1.8786 -0.188 0.344 0.070 0.29
H -4.6664 -0.8199 2.0779 0.483 -0.102 0.057 0.64
H -3.6297 -1.0955 -0.9334 -0.170 0.103 0.082 0.35
H -3.6765 0.6421 -1.2863 -0.107 -0.167 0.157 0.22
H -4.8901 -0.0660 -0.1739 0.260 -0.050 -0.180 0.54
H -3.0241 1.9850 2.5497 -0.119 0.032 -0.030 0.33
H -4.5666 1.6034 1.7438 0.231 0.024 -0.066 0.51
H -3.3226 2.5818 0.9142 -0.102 -0.087 0.056 0.26
H 1.0609 -2.2749 -3.9540 0.085 0.054 -0.056 0.50
H 1.9170 -1.9245 -2.4609 0.235 -0.084 -0.011 0.45
H 1.5061 -0.5912 -3.5560 -0.154 -0.079 0.102 0.28
H -0.6633 -3.5920 -3.2596 -0.166 -0.158 0.312 0.52
H -1.9423 -3.3984 -2.0046 0.325 0.140 -0.135 0.42
H -0.2616 -3.7350 -1.5156 -0.122 0.091 -0.282 0.33
H -1.1689 -1.6819 -4.5854 -0.237 0.382 0.177 0.49
H -0.9938 0.0674 -4.1987 -0.160 -0.418 0.156 0.38
H -2.4671 -0.8164 -3.6607 0.427 -0.095 -0.157 0.39
H -0.5396 4.8061 -0.5835 -0.185 -0.366 0.184 0.45
H -0.1431 3.8290 0.8637 -0.243 0.254 -0.155 0.26
H -1.8575 4.1748 0.4587 0.361 0.000 -0.015 0.46
H -2.1948 3.6568 -2.6026 -0.042 -0.319 0.258 0.52
H -3.2820 2.7762 -1.4714 0.173 -0.009 -0.359 0.46
H -2.4161 1.8853 -2.7837 -0.152 0.322 0.153 0.25
H 0.2193 3.8854 -2.5415 -0.124 -0.175 0.080 0.56
H 0.4516 2.1745 -2.9892 0.041 0.022 0.025 0.40
H 1.3103 2.8365 -1.5972 -0.153 0.195 -0.277 -0.39
C 3.4766 2.0757 -2.5158 1.162 0.503 -0.914 0.75
C 4.2986 1.4873 -3.5093 -0.214 0.451 0.663 -0.53
C 5.3885 2.2236 -4.0062 0.291 0.366 0.406 -0.62
C 5.7116 3.4809 -3.4668 -0.440 -0.162 0.462 -0.53
C 4.7464 4.1225 -2.6847 -0.564 -0.187 -0.361 -0.59
C 3.5512 3.4680 -2.3200 0.404 -0.032 0.183 -0.25
O 2.6890 1.2755 -1.6288 -0.113 -1.409 0.170 -0.25
H 3.2494 0.5062 -1.3726 -0.140 1.011 -0.603 0.30
H 4.1038 0.4753 -3.8796 0.199 0.253 0.343 0.33
H 6.0598 1.8168 -4.7592 -0.264 -0.220 0.194 0.39
H 6.6857 3.9717 -3.5952 -0.582 -0.339 -0.421 0.42
H 4.8955 5.1592 -2.3687 -0.125 -0.365 -0.196 0.37
H 2.7047 4.0641 -1.9452 0.872 -0.441 0.467 0.37
C -0.5363 -4.7203 1.3480 0.119 -0.192 -0.266 -1.43
C -0.8953 -3.7816 2.4949 -0.249 -0.604 -0.251 -0.85
P -0.4190 -2.0183 2.3188 0.318 -0.747 0.816 1.30
C -0.5827 -1.4815 4.0901 0.070 0.930 -0.190 -0.49
C -1.4974 -2.3164 4.9789 -0.087 -0.195 0.128 -1.46
C 1.4233 -2.0950 2.1093 -0.485 -0.132 0.024 -0.94
C 2.1539 -2.9940 3.1044 0.665 0.061 -0.106 -1.54
H -1.0832 -4.5032 0.4238 -0.006 0.028 0.197 0.22
H -0.7825 -5.7530 1.6325 0.067 0.313 -0.104 0.43
H 0.5352 -4.7025 1.1167 -0.113 -0.031 0.046 0.34
H -1.9848 -3.8319 2.6655 0.428 0.161 0.046 0.48
H -0.4136 -4.1571 3.4122 -0.203 0.292 -0.294 0.45
H 0.4315 -1.4427 4.5133 -0.268 -0.011 -0.109 0.58
H -0.9297 -0.4396 4.0415 -0.060 -0.257 0.235 0.18
H -1.0687 -3.3007 5.1764 -0.086 0.153 0.057 0.39
H -1.6358 -1.8252 5.9458 0.056 0.001 -0.169 0.40
H -2.4837 -2.4684 4.5366 0.035 0.042 0.085 0.31
H 1.5904 -2.4723 1.0864 0.192 -0.036 -0.066 0.44
H 1.7991 -1.0524 2.1511 0.160 -0.217 0.127 0.44
H 1.7883 -4.0239 3.0518 0.044 0.225 0.012 0.33
H 3.2166 -3.0088 2.8361 -0.154 -0.094 0.220 0.44
H 2.0766 -2.6359 4.1378 -0.024 -0.096 -0.300 0.34
```
Forces are in eV/Å.

Computed properties:
Energy above the lowest of the compared OMol25 structures with the same formula, charge and spin (kcal/mol): 13.2
Electronic energy (Ha): -2378.8453
Total charge: +3
Gap between HOMO and LUMO (eV): 5.681
E_LUMO (eV): -9.927
Maximum force (eV/Å): 2.4
HOMO level (hartree): -0.5736